(1)
# C4H33N2O14

A cluster of 13 separate species, C4H33N2O14 in total at a distorted geometry (ωB97M-V/def2-TZVPD, OMol25).

Results
F_max = 1.997 eV/A
HOMO level = -12.5 eV

Geometry as ORCA input:
```
! RIJCOSX wB97M-V def2-TZVPD def2/J DEFGRID3
* xyz 1 1
N 1.64505 0.50280 0.60107
C 0.28106 0.17333 1.04253
C 0.12413 -1.31132 1.21409
N -0.93405 -1.89825 1.79056
C -2.06962 -1.15457 2.31062
C -1.71610 -0.17803 3.44451
O -0.62974 -0.08847 3.93573
O 1.00772 -2.03593 0.74432
H 2.28246 0.34935 1.38008
H 1.96321 -0.01084 -0.25380
H 1.67533 1.41391 0.11550
H -0.08855 0.86517 1.79833
H -0.37213 0.62514 0.29051
H -0.87152 -2.90247 1.71779
H -2.76782 -1.86474 2.73704
H -2.55849 -0.61162 1.50492
H -2.61110 0.43528 3.61855
H -1.06073 2.04234 -1.31996
H 0.08064 1.47638 -1.93966
O -0.87552 1.28218 -1.90111
H -4.04413 0.82131 -1.17535
H -3.18418 -0.26484 -0.59603
O -3.65674 0.53981 -0.33935
H 2.34996 -0.32586 3.89381
H 3.31923 -0.89665 2.78675
O 3.19018 -0.20059 3.43816
H 2.61854 3.76341 -0.60289
H 2.39020 2.60788 -1.68972
O 2.22633 2.90292 -0.77021
H 4.76504 0.81983 -1.09962
H 4.78894 -0.66102 -0.97947
O 4.40124 0.11272 -0.55200
H 0.23487 -4.33854 0.36345
H -0.98774 -4.39088 -0.32951
O -0.53737 -4.92910 0.33887
H 0.97532 -1.44385 -1.99316
H 2.47284 -1.57200 -1.65968
O 1.79763 -0.90796 -1.84287
H -0.88070 -0.78028 -2.69801
H -0.40212 -2.03579 -3.58107
O -0.47251 -1.65788 -2.70334
H -1.51977 3.47352 -0.04185
H -0.01904 4.22344 -0.14100
O -0.59175 3.52982 0.18029
H -2.57724 2.89305 1.71394
H -3.01068 1.61268 1.04695
O -2.52064 1.94422 1.81818
H -2.85057 -2.60623 -2.35951
H -3.27225 -2.33869 -1.05266
O -3.14283 -1.83580 -1.85473
H 1.31502 2.07447 -3.83407
H 2.36382 0.95090 -3.34173
O 1.95690 1.80636 -3.17414
*
```

(2)
# C4H33NO13S2

A cluster of 13 separate species, C4H33NO13S2 in total at a distorted geometry (ωB97M-V/def2-TZVPD, OMol25).

Results
F_max = 2.457 eV/A
HOMO level = -8.9 eV

Geometry as ORCA input:
```
! RIJCOSX wB97M-V def2-TZVPD def2/J DEFGRID3
* xyz 0 1
S -1.61939 1.90094 -2.63887
S 0.07239 0.94715 -1.89454
C -0.27153 0.14496 -0.28894
C 1.02239 -0.19268 0.49428
C 2.21538 -0.70386 -0.33434
N 2.52460 -2.03478 -0.30201
C 1.69956 -3.10896 0.21905
O 2.86782 0.09351 -1.00207
H -1.19703 3.17512 0.63782
H -0.78523 -0.80769 -0.54496
H -0.91030 0.70250 0.42197
H 0.71264 -0.94666 1.25144
H 1.44315 0.80528 0.86222
H 3.30306 -2.27134 -0.91355
H 1.40790 -2.92942 1.27800
H 2.30656 -4.04128 0.19707
H 0.81834 -3.20287 -0.39819
H 2.66982 3.32054 -1.13821
H 2.83417 1.93728 -0.41418
O 2.76262 2.86583 -0.29801
H 2.01661 -1.12588 -3.54706
H 0.53015 -1.47113 -3.62065
O 1.34061 -1.66121 -3.16655
H -2.84456 0.02084 0.85402
H -3.28943 0.64042 2.12773
O -2.58202 0.05854 1.80825
H -0.04016 -2.52712 -2.36852
H -1.23676 -3.36227 -2.96258
O -0.98925 -2.68681 -2.32329
H 1.55244 3.33473 0.79500
H 0.65869 2.71267 1.83084
O 0.81078 3.57467 1.37774
H -4.15320 -0.82551 -0.66817
H -3.75906 0.72106 -1.23604
O -4.09983 0.12551 -0.51440
H -1.58091 2.92461 -1.72497
H -1.91973 3.40580 1.89195
O -2.00481 2.91788 1.07779
H -2.15853 -1.71471 2.57181
H -2.68693 -3.17014 2.84433
O -1.95063 -2.65843 2.48652
H 0.67152 -1.52590 3.57447
H 1.90303 -0.93645 3.16862
O 1.04896 -0.63108 3.50547
H -2.18410 -2.00159 -0.83530
H -2.23416 -2.58076 0.49386
O -2.80645 -2.09323 -0.08446
H 3.55635 -1.34648 1.69585
H 3.94328 0.04092 2.35477
O 3.70217 -0.87989 2.51161
H -1.38190 1.17814 2.24238
H -0.06909 0.92955 2.97845
O -0.59828 1.68706 2.63563
*
```

(3)
# C4H34B6KO2Zr

A structure of composition C4H34B6KO2Zr at a distorted geometry (ωB97M-V/def2-TZVPD, OMol25).

Results
F_max = 16.549 eV/A
HOMO level = -5.3 eV

Geometry as ORCA input:
```
! RIJCOSX wB97M-V def2-TZVPD def2/J DEFGRID3
* xyz -1 1
Zr -1.93291 0.37595 -0.39220
K 0.80122 2.30202 1.53137
B -0.81620 1.33005 -1.51903
H -1.10353 2.13923 -0.86565
H -1.59968 0.87623 -2.10593
H -0.09442 1.74879 -2.20308
H -0.43455 0.53598 -0.89610
B -0.42855 -0.08162 0.70921
H 0.18752 -0.75935 1.27963
H -1.31534 0.23703 1.23486
H 0.12869 0.78130 0.37891
H -0.78994 -0.58446 -0.17442
B -3.03950 -0.54134 0.63465
H -2.10531 -1.07864 0.58149
H -3.39840 -0.30500 -0.35508
H -3.72191 -1.07364 1.27904
H -2.76022 0.36331 1.15219
B -1.63427 2.19589 1.04584
H -2.58288 2.69747 0.93262
H -1.78382 1.29810 0.46631
H -0.84557 2.78783 0.60786
H -1.36729 1.89858 2.04811
B 1.70704 2.68419 -0.55033
H 1.26791 1.73003 -0.79730
H 1.92560 3.09564 -1.52356
H 1.03766 3.40903 -0.11353
H 2.60661 2.53958 0.02766
B -1.95295 -0.94019 -1.60242
H -2.60067 -0.12049 -1.87220
H -2.03300 -1.32694 -0.59829
H -2.05281 -1.72125 -2.34013
H -0.97209 -0.50692 -1.72259
C 2.51557 0.35167 0.46005
O 3.52045 -0.70413 0.98987
C 2.85971 -1.91678 1.25103
C 2.61533 -2.82168 0.01383
O 1.34802 -3.41556 0.05837
C 0.35069 -2.50335 -0.27991
H 2.97840 1.33833 0.47965
H 1.72108 0.42814 1.20237
H 2.30196 0.05647 -0.56724
H 1.96777 -1.71288 1.84345
H 3.51663 -2.33859 2.01171
H 3.19793 -3.72081 0.21442
H 2.85996 -2.33714 -0.93142
H 0.62920 -1.61555 -0.84767
H -0.17186 -2.10928 0.59172
H -0.50735 -2.96520 -0.76835
*
```

(4)
# C4H34N2O13S

A cluster of 13 separate species, C4H34N2O13S in total at a distorted geometry (ωB97M-V/def2-TZVPD, OMol25).

Results
F_max = 4.319 eV/A
HOMO level = -7.7 eV

Geometry as ORCA input:
```
! RIJCOSX wB97M-V def2-TZVPD def2/J DEFGRID3
* xyz 0 1
O 0.73218 0.42763 1.79642
C 0.22914 -0.37174 0.96511
N -0.59846 -1.35658 1.57403
C -1.48938 -2.44616 1.09172
C -2.41988 -1.96073 0.01431
S -2.15861 -3.14934 -1.45764
C 0.56501 -0.40891 -0.37843
N 1.46014 0.70514 -0.72401
H -0.45617 -1.31804 2.60876
H -0.78752 -3.26941 0.98209
H -2.08968 -2.76538 1.90948
H -2.28087 -0.91199 -0.41837
H -3.49927 -2.11069 0.17396
H -0.91275 -3.00387 -1.87521
H 0.24003 -1.15348 -1.01443
H 1.83434 0.54158 -1.70793
H 1.03351 1.62945 -0.54513
H 2.31672 0.75309 -0.08250
H -0.35602 2.13619 0.77321
H -0.09759 3.62426 0.23262
O 0.02000 2.69049 0.09388
H -1.12633 2.37216 -1.74656
H -1.75041 1.64401 -2.86464
O -1.21222 2.44733 -2.70812
H -0.40048 1.43663 2.80262
H 0.08475 2.64202 3.79566
O -0.59596 2.25203 3.25398
H 1.51475 -2.73602 -0.55006
H 2.80533 -1.95329 -0.32924
O 2.41029 -2.60299 -0.87399
H 2.78773 -0.75261 1.87143
H 3.93055 -0.45186 0.80322
O 3.55167 -1.13642 1.39428
H 3.28565 -1.86132 -2.28229
H 2.38076 -1.41110 -3.31676
O 3.29748 -1.19026 -3.01987
H -3.32828 0.16519 2.13536
H -2.17403 0.94645 2.81973
O -2.53351 0.07253 2.73181
H -3.36660 3.16184 1.07946
H -2.47567 2.18618 1.76387
O -3.30830 2.21671 1.22313
H 1.52339 2.05492 2.37623
H 2.97367 1.77036 2.99649
O 2.37702 2.42896 2.63321
H -0.23045 -0.08259 -3.87146
H -0.54818 -1.47350 -3.98387
O 0.21148 -0.93236 -3.78499
H 3.49026 2.92017 0.75080
H 4.58835 1.94986 1.21486
O 4.07971 2.21828 0.45563
H -3.51829 1.69833 -2.61274
H -3.54249 0.67360 -1.51091
O -3.35923 0.73806 -2.56612
*
```

(5)
# C4H34N2O14

A cluster of 13 separate species, C4H34N2O14 in total at a distorted geometry (ωB97M-V/def2-TZVPD, OMol25).

Results
F_max = 2.628 eV/A
HOMO level = -9.4 eV

Geometry as ORCA input:
```
! RIJCOSX wB97M-V def2-TZVPD def2/J DEFGRID3
* xyz 0 1
O 2.72130 1.10685 0.38375
C 1.77482 0.59836 -0.23326
N 1.32594 1.32611 -1.29273
C 0.12886 1.07963 -2.06822
O -0.97072 1.82257 -1.64004
C 1.32760 -0.87061 -0.02106
C 2.12274 -1.34342 1.18558
N 1.71003 -1.51087 -1.27923
H 1.76352 2.22459 -1.42263
H 0.36541 1.23320 -3.12809
H -0.15137 0.02056 -2.18325
H -0.55566 4.18291 0.09786
H 0.25906 -0.76196 0.25214
H 1.72896 -2.28090 1.57130
H 3.13950 -1.64037 0.85716
H 2.36560 -0.57181 1.90008
H 0.88253 -1.54671 -1.84791
H 2.20053 -2.37719 -1.11154
H -0.94511 -2.62576 4.17561
H -0.68094 -2.45031 2.60063
O -0.58796 -2.05505 3.51226
H -2.26596 -2.02337 -3.74426
H -1.06115 -2.89007 -3.56588
O -1.93111 -2.70476 -3.16130
H -0.51388 -0.31820 2.93869
H -1.25621 1.01383 3.30604
O -0.79290 0.56375 2.59990
H -0.88811 -4.43374 1.49623
H -1.39036 -3.22212 0.58989
O -0.85927 -3.48819 1.36914
H -0.77467 2.94131 1.49774
H -3.13746 3.13014 1.53159
O -1.28936 3.70501 1.76338
H -1.33623 1.46862 -0.80217
H -1.90161 0.45172 1.26927
O -2.34422 0.46135 0.39169
H 0.92374 -3.39227 -3.40149
H 1.33413 -2.11163 -4.37410
O 0.79227 -2.50133 -3.69993
H 2.00608 2.79545 2.00958
H 0.76251 2.06520 2.48341
O 1.18644 2.94190 2.50981
H 4.86797 0.01403 -0.49084
H 4.00841 -0.99542 -1.31158
O 4.90363 -0.68339 -1.16355
H -0.64192 4.14363 2.33486
H -0.28224 3.46094 -1.19430
O -0.07542 4.31274 -0.74229
H -3.00475 1.18271 0.28500
H -3.65963 3.68272 0.21210
O -3.51957 2.84842 0.68318
H -2.34332 -2.44484 -1.26319
H -2.72030 -1.27989 -0.27784
O -2.72020 -2.25407 -0.38720
*
```

Table of HOMO-LUMO gap (eV), in record order: 9.806 8.889 7.467 7.413 9.203